1.
One molecule with the formula C5H11NO in a non-equilibrium geometry, computed with the ωB97M-V functional and the def2-TZVPD basis.

Results
Total charge = 0
HOMO-LUMO gap = 10.21 eV
Spin multiplicity = 1

Last column: natural (NBO) charge in e.
CARTESIAN COORDINATES (ANGSTROEM)
C  -1.9927  0.4010  -0.8934  -0.678
C  -1.5061  -0.5320  0.3571  -0.222
N  -0.1225  -0.4823  0.8406  -0.411
C  0.3995  0.8417  1.1680  -0.266
C  0.7273  0.1817  -0.1156  -0.125
C  2.0566  -0.3906  -0.5107  -0.064
O  2.8926  -0.7156  0.5726  -0.712
H  -2.7766  1.0768  -0.5576  0.217
H  -2.4004  -0.2633  -1.6616  0.220
H  -1.3605  1.0852  -1.5042  0.218
H  -2.1406  -0.3860  1.2468  0.199
H  -1.6616  -1.5802  0.0696  0.199
H  -0.2894  1.6865  1.1565  0.191
H  1.1381  0.8536  1.9670  0.216
H  0.1222  0.5221  -0.9422  0.203
H  1.8900  -1.2592  -1.1705  0.161
H  2.5839  0.3632  -1.1014  0.182
H  2.4402  -1.4027  1.0789  0.471

---

2.
One molecule with the formula C5H11NO, computed with the ωB97M-V functional and the def2-TZVPD basis.

Results
Total charge = 0
HOMO-LUMO gap = 10.64 eV
Spin multiplicity = 1

Last column: natural (NBO) charge in e.
CARTESIAN COORDINATES (ANGSTROEM)
C  1.3644  -1.0554  0.9487  -0.611
C  -0.1541  -0.9572  0.7456  -0.408
C  -0.6657  0.0066  -0.3593  -0.062
C  -2.0402  0.5533  0.0262  -0.607
N  0.2441  1.1126  -0.6297  -0.621
C  1.3048  0.9503  -1.4663  0.527
O  1.4957  -0.0279  -2.1625  -0.614
H  1.8191  -1.8293  0.3250  0.220
H  1.8666  -0.1171  0.7007  0.200
H  1.5922  -1.2721  1.9989  0.209
H  -0.5578  -1.9520  0.5183  0.214
H  -0.6178  -0.6506  1.6926  0.192
H  -0.7363  -0.5324  -1.3088  0.224
H  -2.7405  -0.2649  0.2263  0.219
H  -1.9714  1.1469  0.9484  0.197
H  -2.4641  1.1834  -0.7615  0.218
H  0.2610  1.8943  0.0106  0.392
H  2.0000  1.8115  -1.4534  0.113

---

3.
One molecule with the formula C5H11NO, computed with the ωB97M-V functional and the def2-TZVPD basis.

Results
Total charge = 0
HOMO-LUMO gap (spin up / spin down) = 7.69 / 7.69 eV
Spin multiplicity = 1

Last column: natural (NBO) charge in e.
CARTESIAN COORDINATES (ANGSTROEM)
C  1.1630  -0.2960  -1.9021  -0.664
C  1.3521  -0.6194  -0.4568  -0.038
C  0.7884  0.0221  1.7347  -0.487
N  0.4457  -0.4369  0.4931  -0.243
C  -0.9952  -0.5889  0.2289  -0.248
C  -1.6848  0.7682  0.0758  -0.068
O  -1.6945  1.5030  1.2664  -0.730
H  0.1672  -0.5300  -2.2890  0.214
H  1.9000  -0.8323  -2.5070  0.227
H  1.3317  0.7796  -2.0711  0.216
H  2.3665  -0.7003  -0.0799  0.187
H  1.8190  0.3500  1.8190  0.188
H  0.3093  -0.4418  2.5901  0.189
H  -1.1316  -1.2138  -0.6576  0.212
H  -1.4230  -1.1111  1.0909  0.221
H  -1.2013  1.3197  -0.7487  0.157
H  -2.7283  0.5936  -0.2122  0.186
H  -0.7841  1.4342  1.6252  0.481

---

4.
A 2-piece molecular cluster, C5H11NO overall, computed with the ωB97M-V functional and the def2-TZVPD basis.

Results
Total charge = 0
HOMO-LUMO gap = 11.18 eV
Spin multiplicity = 1

Last column: natural (NBO) charge in e.
CARTESIAN COORDINATES (ANGSTROEM)
C  -0.2521  -0.0517  2.1765  -0.621
C  0.6395  -0.5274  1.0262  -0.034
C  0.6367  -2.0513  0.8728  -0.621
N  0.2181  0.1049  -0.2369  -0.577
C  -0.9110  -0.0878  -0.6456  0.877
O  -2.0007  -0.2647  -1.0466  -0.514
H  -1.2787  -0.4284  2.0755  0.208
H  -0.2989  1.0419  2.2075  0.221
H  0.1354  -0.4112  3.1345  0.217
H  1.6642  -0.1822  1.2129  0.201
H  1.0848  -2.5038  1.7614  0.216
H  -0.3745  -2.4689  0.7590  0.208
H  1.2023  -2.3554  -0.0136  0.222
C  -0.1032  2.0479  -2.6496  -0.861
H  0.7111  1.8769  -3.3501  0.212
H  -0.5506  3.0312  -2.8309  0.212
H  -0.8438  1.2573  -2.8062  0.209
H  0.3214  1.9726  -1.6467  0.227

---

5.
A 2-piece molecular cluster, C5H11NO overall in a non-equilibrium geometry, computed with the ωB97M-V functional and the def2-TZVPD basis.

Results
Total charge = 0
HOMO-LUMO gap = 9.14 eV
Spin multiplicity = 1

Last column: natural (NBO) charge in e.
CARTESIAN COORDINATES (ANGSTROEM)
C  1.3221  -1.4954  1.5452  -0.379
C  0.4416  -1.3053  0.5834  -0.249
C  0.5528  -0.0639  -0.2023  0.116
C  1.3305  0.9209  0.2013  -0.491
N  -0.3094  0.0278  -1.3366  -0.640
C  -0.4468  1.3194  -1.9873  -0.432
H  2.2940  -1.1070  2.0144  0.234
H  1.5325  -2.4658  2.2183  0.200
H  -0.3448  -1.9262  0.1911  0.219
H  1.4871  1.9063  -0.3153  0.206
H  2.0620  0.8469  1.0108  0.212
H  -1.1807  -0.5886  -1.4552  0.401
H  0.3844  1.7115  -2.7138  0.194
H  -1.2959  1.3898  -2.6884  0.216
H  -0.4692  2.1656  -1.2267  0.197
O  -2.2338  0.2238  1.1510  -0.970
H  -1.6560  0.2053  0.3667  0.480
H  -1.9785  -0.3773  1.9046  0.486

---

6.
A 2-piece molecular cluster, C5H11NO overall in a non-equilibrium geometry, computed with the ωB97M-V functional and the def2-TZVPD basis.

Results
Total charge = 0
HOMO-LUMO gap = 8.77 eV
Spin multiplicity = 1

Last column: natural (NBO) charge in e.
CARTESIAN COORDINATES (ANGSTROEM)
C  -1.4707  1.4029  1.4835  -0.629
C  -1.4835  0.3397  0.4046  -0.465
C  -0.3117  -0.9059  0.6359  0.379
O  -0.4343  -1.9068  -0.0519  -0.564
H  -1.5061  0.9546  2.4784  0.199
H  -0.5763  2.0189  1.4141  0.212
H  -2.3768  2.0096  1.4287  0.221
H  -2.3724  -0.2895  0.4898  0.210
H  -1.4119  0.7319  -0.6058  0.212
H  -0.2865  -0.9089  1.7337  0.138
C  1.7184  -0.2274  0.1243  -0.152
N  1.4285  0.3447  -1.0351  -0.314
C  1.2783  -0.4946  -2.1839  -0.480
H  2.2331  0.4118  0.8338  0.199
H  1.8770  -1.2925  0.3092  0.185
H  2.2300  -0.9493  -2.4737  0.214
H  0.8810  0.0838  -3.0180  0.203
H  0.5838  -1.3230  -1.9678  0.232

---

7.
C5H11NO as an isolated structure, computed with the ωB97M-V functional and the def2-TZVPD basis.

Results
Total charge = 0
HOMO-LUMO gap = 8.50 eV
Spin multiplicity = 1

Last column: natural (NBO) charge in e.
CARTESIAN COORDINATES (ANGSTROEM)
C  -1.8021  -0.0751  -0.7330  -0.630
C  -1.8043  1.0567  0.2667  -0.486
C  -0.2572  0.3380  1.7484  -0.192
N  0.6088  -0.4190  0.9996  -0.642
C  1.6291  0.1640  0.2453  0.680
O  1.7164  1.3630  0.1076  -0.567
C  2.5677  -0.8196  -0.4237  -0.719
H  -2.4409  0.1476  -1.5983  0.222
H  -0.7919  -0.2550  -1.1232  0.205
H  -2.1636  -1.0090  -0.2865  0.203
H  -1.6261  2.0267  -0.2101  0.221
H  -2.7109  1.1072  0.8748  0.205
H  -0.8123  1.2499  1.1282  0.251
H  -1.0082  -0.3014  2.2225  0.164
H  0.4830  -1.4178  0.8790  0.383
H  2.2291  -1.0170  -1.4475  0.238
H  2.6340  -1.7721  0.1113  0.215
H  3.5586  -0.3645  -0.4824  0.248

---

8.
A 2-piece molecular cluster, C5H11NO overall in a non-equilibrium geometry, computed with the ωB97M-V functional and the def2-TZVPD basis.

Results
Total charge = 0
HOMO-LUMO gap (spin up / spin down) = 7.85 / 7.85 eV
Spin multiplicity = 1

Last column: natural (NBO) charge in e.
CARTESIAN COORDINATES (ANGSTROEM)
C  0.2028  0.3435  0.2789  0.219
C  0.4424  -0.4734  -0.8647  -0.148
C  0.0262  -0.2679  1.6434  -0.635
N  0.7669  1.5922  0.1639  -0.842
C  -1.2914  0.1795  -0.7082  -0.220
C  -2.3052  -0.6455  -0.4552  -0.330
O  2.5504  -0.1766  -0.6900  -1.128
H  2.9899  -0.4290  -1.5090  0.437
H  1.7181  1.4243  -0.2380  0.459
H  0.7316  2.1607  0.9975  0.373
H  0.6830  -0.0023  -1.8044  0.259
H  0.3720  -1.5480  -0.7869  0.237
H  -1.4078  1.0862  -1.2873  0.226
H  1.0255  -0.4507  2.0430  0.251
H  -0.5100  0.4139  2.3053  0.217
H  -0.5077  -1.2151  1.6120  0.213
H  -2.1817  -1.5558  0.1180  0.197
H  -3.3049  -0.4359  -0.8182  0.214

---

9.
One molecule with the formula C5H11NO, computed with the ωB97M-V functional and the def2-TZVPD basis.

Results
Total charge = 0
HOMO-LUMO gap = 10.18 eV
Spin multiplicity = 1

Last column: natural (NBO) charge in e.
CARTESIAN COORDINATES (ANGSTROEM)
C  -0.7506  0.4084  -2.0971  -0.651
C  0.6449  0.0029  -1.5318  -0.226
N  0.8059  -0.3401  -0.1094  -0.413
C  -0.0390  -1.3907  0.4463  -0.263
C  -0.2817  0.0332  0.7621  -0.114
C  -0.0032  0.6996  2.0817  -0.063
O  0.9080  0.0158  2.9052  -0.711
H  -1.1080  -0.3104  -2.8358  0.214
H  -0.6872  1.3880  -2.5800  0.218
H  -1.5720  0.5078  -1.3805  0.207
H  1.0391  -0.8439  -2.1036  0.196
H  1.3402  0.8282  -1.7060  0.197
H  -0.7292  -1.9090  -0.2193  0.191
H  0.4441  -2.0202  1.1905  0.212
H  -1.1245  0.4843  0.2552  0.191
H  0.3244  1.7333  1.8792  0.161
H  -0.9503  0.7540  2.6282  0.181
H  1.7390  -0.0413  2.4151  0.472

---

10.
An isolated ion of composition C5H11NO2 and charge -1 in a non-equilibrium geometry, computed with the ωB97M-V functional and the def2-TZVPD basis.

Results
Total charge = -1
HOMO-LUMO gap (spin up / spin down) = 5.31 / 2.98 eV
Spin multiplicity = 2
<S²> = 0.7556

Last column: natural (NBO) charge in e.
CARTESIAN COORDINATES (ANGSTROEM)
C  1.7534  1.3918  0.6836  -0.127
O  3.0072  1.2976  1.0814  -0.355
C  1.0895  0.0959  -0.0473  -0.063
C  -0.4294  0.1847  -0.3064  -0.444
C  -1.0931  -1.0963  0.4221  -0.450
C  -2.6017  -0.9991  -0.0593  0.019
O  -3.4635  -1.6855  0.5985  -0.937
N  1.7549  0.3581  -1.3563  -0.856
H  1.1707  1.6293  1.6703  0.248
H  1.5461  2.3653  0.1405  0.188
H  1.4809  -0.8296  0.4007  0.184
H  -0.7671  1.0082  0.2966  0.202
H  -0.7897  0.2787  -1.3787  0.228
H  -0.5867  -2.0877  0.2860  0.156
H  -1.1901  -1.0784  1.4763  0.197
H  -2.8177  -0.9597  -1.1518  0.065
H  -2.6380  0.0380  0.2714  0.041
H  1.7907  -0.6626  -1.8302  0.355
H  2.7838  0.7513  -1.1975  0.349

---

11.
A 2-piece molecular cluster, C5H11NO2 overall in a non-equilibrium geometry, computed with the ωB97M-V functional and the def2-TZVPD basis.

Results
Total charge = 0
HOMO-LUMO gap (spin up / spin down) = 8.84 / 8.84 eV
Spin multiplicity = 1

Last column: natural (NBO) charge in e.
CARTESIAN COORDINATES (ANGSTROEM)
C  -1.9592  0.3805  -0.1409  0.424
C  -1.9110  -0.5556  -1.2764  -0.725
O  -1.5935  1.5748  -0.3036  -0.125
O  -1.2955  2.1257  0.9132  -0.525
H  -2.3806  0.0599  0.8135  0.189
H  -1.6944  -0.0273  -2.2055  0.238
H  -2.8482  -1.1109  -1.3521  0.233
H  -1.1065  -1.2760  -1.0804  0.282
C  1.8487  -0.4164  0.1401  -0.243
C  1.6368  0.8140  -0.7388  -0.615
C  0.4327  -0.8604  1.9380  -0.030
N  0.5893  -0.8585  0.6922  -0.424
H  2.2389  -1.2383  -0.4681  0.197
H  2.5842  -0.1901  0.9298  0.166
H  -0.4974  -1.2263  2.3510  0.165
H  1.2013  -0.5518  2.6538  0.147
H  2.5921  1.1620  -1.1261  0.212
H  1.1797  1.6153  -0.1618  0.234
H  0.9824  0.5795  -1.5780  0.200

---

12.
One molecule with the formula C5H11NO2 in a non-equilibrium geometry, computed with the ωB97M-V functional and the def2-TZVPD basis.

Results
Total charge = 0
HOMO-LUMO gap = 9.61 eV
Spin multiplicity = 1

Last column: natural (NBO) charge in e.
CARTESIAN COORDINATES (ANGSTROEM)
C  -0.1478  -0.8710  1.7183  -0.620
C  0.8231  0.0463  1.0357  -0.253
C  2.2958  -0.3089  1.2544  -0.612
C  0.4220  0.2007  -0.4697  -0.137
N  0.6074  -1.0235  -1.3350  -0.880
C  -1.1055  0.5325  -0.7457  0.801
O  -1.9447  -0.2293  -1.1566  -0.603
O  -1.1983  1.8429  -0.6094  -0.678
H  -0.1918  -0.6017  2.8248  0.216
H  -1.2478  -0.7972  1.4273  0.222
H  0.0427  -1.9210  1.5190  0.211
H  0.6965  0.9985  1.5382  0.218
H  2.9126  0.4332  1.9254  0.218
H  2.3929  -1.2243  1.7527  0.210
H  2.7881  -0.3256  0.2387  0.219
H  0.8995  0.9774  -1.0943  0.214
H  -0.2028  -1.3417  -1.7851  0.392
H  1.2275  -1.6981  -0.8690  0.365
H  -2.1512  2.1582  -0.7622  0.497

---

13.
C5H11NO2 as an isolated structure in a non-equilibrium geometry, computed with the ωB97M-V functional and the def2-TZVPD basis.

Results
Total charge = 0
HOMO-LUMO gap (spin up / spin down) = 9.20 / 9.20 eV
Spin multiplicity = 1

Last column: natural (NBO) charge in e.
CARTESIAN COORDINATES (ANGSTROEM)
C  1.9345  0.2039  -0.3858  -0.241
C  -1.1099  0.4287  0.0432  0.243
C  2.2057  -0.0537  1.0453  0.157
C  0.8345  -0.5504  -1.0816  -0.124
C  -1.7364  -0.8566  0.5609  -0.650
N  -2.1141  1.4081  -0.2301  -0.826
O  1.4192  -0.8058  1.6883  -0.632
O  -0.3630  0.2037  -1.1876  -0.545
H  2.0389  1.2357  -0.7224  0.236
H  -0.4215  0.8332  0.7957  0.165
H  -1.7019  2.2531  -0.6120  0.364
H  -2.7904  1.0538  -0.8987  0.360
H  2.5507  0.8885  1.5305  0.176
H  3.1254  -0.5137  0.0916  0.251
H  1.1438  -0.7173  -2.1192  0.198
H  0.6702  -1.5126  -0.5905  0.201
H  -2.3185  -1.3324  -0.2314  0.205
H  -2.3955  -0.6188  1.3933  0.228
H  -0.9716  -1.5473  0.9104  0.235

---

Energy relative to the best compared isomer or geometry (same formula, charge and spin), record by record: 2.859; 0.400; 3.358; 0.796; 3.983; 4.053; 3.890; 5.007; 2.434; 4.082; 6.268; 1.362; 4.416 eV